No. 1
ORCA calculation (ωB97M-V/def2-TZVPD) on a 19-piece molecular cluster, C38H114O38 overall.

Values from the calculation:
Energy above the lowest of the compared OMol25 structures with the same formula, charge and spin = 0.0 kcal/mol
HOMO-LUMO gap = 9.781 eV

Geometry as XYZ:
```
190
Properties=species:S:1:pos:R:3:lowdin_charge:R:1
C -0.04 -3.26 -4.18 -0.248
C -1.29 -2.58 -3.81 -0.221
O -2.39 -3.15 -4.53 -0.057
O 0.13 -3.10 -5.57 -0.065
H 0.06 -4.31 -3.90 0.114
H 0.78 -2.70 -3.72 0.103
H -1.27 -1.55 -4.04 0.094
H -1.44 -2.67 -2.75 0.101
H -2.66 -2.51 -5.20 0.071
H -0.49 -3.75 -5.94 0.105
C -5.07 1.33 -2.44 -0.246
C -3.75 1.82 -1.88 -0.184
O -2.73 1.66 -2.95 -0.091
O -5.55 2.25 -3.42 -0.081
H -5.83 1.32 -1.61 0.139
H -4.88 0.35 -2.87 0.107
H -3.52 1.13 -1.07 0.085
H -3.84 2.81 -1.48 0.113
H -2.02 2.30 -2.83 0.031
H -4.88 2.37 -4.14 0.088
C -3.70 -2.03 -0.98 -0.257
C -3.85 -3.47 -1.30 -0.256
O -4.69 -3.68 -2.43 -0.045
O -4.91 -1.41 -0.58 -0.079
H -3.27 -1.53 -1.83 0.113
H -3.02 -1.83 -0.17 0.077
H -4.24 -4.02 -0.45 0.121
H -2.81 -3.74 -1.55 0.108
H -4.12 -3.57 -3.20 0.064
H -5.64 -1.77 -1.15 0.116
C -2.38 -6.60 -0.99 -0.240
C -2.34 -8.00 -0.40 -0.240
O -1.04 -8.55 -0.48 -0.061
O -1.45 -5.73 -0.43 -0.068
H -3.41 -6.25 -0.91 0.117
H -2.12 -6.76 -2.00 0.113
H -3.00 -8.61 -0.98 0.118
H -2.63 -8.03 0.66 0.111
H -0.40 -7.91 -0.16 0.042
H -1.73 -5.12 0.24 0.025
C 2.28 -0.46 -4.39 -0.190
C 3.08 -0.95 -3.21 -0.214
O 3.32 -2.36 -3.34 -0.095
O 3.24 -0.65 -5.46 -0.076
H 2.13 0.58 -4.21 0.089
H 1.38 -0.96 -4.71 0.100
H 2.54 -0.84 -2.26 0.102
H 4.02 -0.37 -3.13 0.132
H 3.88 -2.48 -4.16 0.128
H 2.82 -0.96 -6.27 0.089
C -1.26 3.72 5.31 -0.221
C -0.45 2.62 4.64 -0.186
O -0.44 1.42 5.48 -0.076
O -0.79 3.85 6.65 -0.061
H -2.32 3.55 5.32 0.114
H -1.06 4.66 4.81 0.109
H 0.59 2.88 4.54 0.102
H -0.81 2.41 3.62 0.093
H -1.22 0.89 5.40 0.038
H -0.83 3.05 7.15 0.069
C -1.91 0.32 -5.89 -0.236
C -2.88 1.25 -6.53 -0.234
O -2.60 1.36 -7.93 -0.070
O -2.10 -1.00 -6.43 -0.096
H -2.07 0.34 -4.79 0.099
H -0.88 0.66 -6.08 0.126
H -2.73 2.24 -6.09 0.117
H -3.87 0.89 -6.42 0.112
H -2.38 0.47 -8.24 0.079
H -1.19 -1.40 -6.51 0.098
C -1.84 5.14 1.18 -0.197
C -0.35 5.20 1.60 -0.210
O 0.51 5.20 0.50 -0.072
O -2.05 4.01 0.36 -0.089
H -2.09 6.01 0.57 0.123
H -2.38 5.27 2.13 0.118
H -0.17 4.30 2.16 0.107
H -0.18 6.05 2.24 0.116
H 1.06 4.41 0.52 0.053
H -2.17 3.15 0.82 0.060
C 1.56 -5.95 -2.50 -0.170
C 2.42 -6.75 -1.61 -0.241
O 1.70 -7.05 -0.42 -0.046
O 1.05 -4.74 -1.84 -0.111
H 0.66 -6.50 -2.79 0.130
H 2.18 -5.60 -3.34 0.138
H 3.32 -6.14 -1.42 0.116
H 2.64 -7.67 -2.11 0.122
H 2.34 -7.46 0.14 0.082
H 0.24 -4.93 -1.36 0.063
C 2.85 -2.65 0.34 -0.178
C 3.55 -3.94 0.12 -0.234
O 4.28 -3.95 -1.11 -0.047
O 1.76 -2.49 -0.63 -0.115
H 3.57 -1.87 0.16 0.114
H 2.37 -2.59 1.33 0.128
H 2.69 -4.62 0.19 0.110
H 4.26 -4.10 0.89 0.114
H 3.82 -3.39 -1.73 0.024
H 1.59 -3.29 -1.13 0.028
C 0.35 4.06 -2.51 -0.220
C 0.56 3.44 -3.92 -0.198
O -0.65 3.28 -4.68 -0.065
O -0.45 3.27 -1.67 -0.077
H -0.17 5.01 -2.63 0.124
H 1.32 4.25 -1.98 0.110
H 1.07 2.52 -3.71 0.084
H 1.25 4.08 -4.44 0.110
H -0.48 3.44 -5.63 0.102
H -0.97 3.80 -1.09 0.030
C 2.42 0.29 4.04 -0.171
C 3.64 -0.52 4.38 -0.230
O 3.38 -1.58 5.30 -0.049
O 1.56 -0.46 3.09 -0.116
H 2.63 1.18 3.45 0.106
H 1.85 0.48 4.92 0.090
H 4.34 0.17 4.79 0.112
H 4.09 -0.90 3.45 0.130
H 3.38 -1.15 6.16 0.081
H 1.09 -1.20 3.59 0.070
C -3.44 -0.42 2.02 -0.211
C -3.11 0.91 2.68 -0.144
O -2.29 1.72 1.77 -0.116
O -2.41 -1.38 2.09 -0.082
H -3.81 -0.30 1.00 0.098
H -4.27 -0.79 2.68 0.145
H -2.60 0.72 3.60 0.086
H -4.02 1.45 2.89 0.123
H -1.33 1.52 1.85 0.045
H -1.74 -1.23 1.40 0.056
C 3.81 3.01 -0.01 -0.223
C 4.15 1.74 0.79 -0.208
O 4.65 2.13 2.08 -0.094
O 2.83 3.77 0.71 -0.107
H 3.51 2.70 -1.06 0.120
H 4.76 3.60 -0.21 0.136
H 4.93 1.16 0.30 0.116
H 3.21 1.18 0.92 0.096
H 5.16 2.96 2.00 0.094
H 3.31 4.62 0.94 0.049
C 2.56 7.25 -1.22 -0.204
C 2.08 8.63 -1.69 -0.197
O 0.85 9.00 -0.96 -0.080
O 2.47 7.16 0.21 -0.100
H 3.61 7.14 -1.52 0.123
H 1.92 6.48 -1.66 0.104
H 1.82 8.59 -2.75 0.117
H 2.84 9.36 -1.59 0.100
H 1.12 8.80 -0.05 0.068
H 1.75 6.58 0.48 0.052
C 0.08 -1.98 5.83 -0.215
C -1.44 -1.92 6.17 -0.218
O -2.09 -1.18 5.18 -0.089
O 0.22 -2.39 4.52 -0.096
H 0.54 -2.67 6.55 0.127
H 0.57 -0.99 5.94 0.112
H -1.57 -1.43 7.11 0.107
H -1.91 -2.89 6.28 0.104
H -1.64 -1.33 4.33 0.060
H 0.10 -3.33 4.31 0.026
C 4.18 6.25 2.87 -0.205
C 3.77 5.23 3.92 -0.224
O 2.68 4.36 3.59 -0.062
O 4.45 5.69 1.60 -0.079
H 5.11 6.72 3.21 0.126
H 3.41 6.96 2.78 0.101
H 3.47 6.01 4.64 0.117
H 4.63 4.67 4.37 0.137
H 3.14 3.51 3.45 0.070
H 4.16 6.29 0.92 0.050
C -0.48 0.05 -0.63 -0.198
C 0.74 0.80 -0.01 -0.193
O 0.44 1.17 1.35 -0.102
O -0.64 -1.27 -0.15 -0.096
H -0.37 0.02 -1.74 0.120
H -1.40 0.63 -0.38 0.109
H 0.96 1.73 -0.53 0.095
H 1.61 0.13 -0.14 0.103
H 0.70 0.49 2.03 0.054
H 0.19 -1.77 -0.29 0.055
C -2.02 -4.53 4.01 -0.142
C -2.76 -4.96 2.75 -0.185
O -2.34 -4.27 1.58 -0.085
O -0.55 -4.65 3.97 -0.057
H -2.25 -5.19 4.80 0.111
H -2.28 -3.50 4.32 0.107
H -3.83 -4.80 2.88 0.137
H -2.57 -6.00 2.48 0.123
H -2.56 -3.34 1.73 0.076
H -0.26 -4.80 3.06 0.114
```

=====

No. 2
ORCA calculation (ωB97M-V/def2-TZVPD) on C38H12B2F35GeNO2STc as an isolated structure.

Values from the calculation:
Net charge = +1
HOMO-LUMO gap = 4.042 eV

Geometry as XYZ:
```
93
Properties=species:S:1:pos:R:3:lowdin_charge:R:1
Tc -0.57 0.79 -1.46 1.711
C -7.16 -1.43 -2.80 0.011
C -5.80 -1.20 -2.28 -0.142
C -5.35 -1.83 -1.10 0.037
C -4.12 -1.55 -0.60 0.075
C -3.23 -0.62 -1.25 -0.149
N -2.10 -0.25 -0.64 0.042
C -1.87 -0.57 0.70 -0.290
C -1.69 -1.90 1.10 -0.023
C -1.46 -2.20 2.42 0.009
C -1.46 -1.20 3.39 -0.215
C -1.42 -1.53 4.84 -0.011
C -1.52 0.14 2.97 0.053
C -1.65 0.47 1.64 -0.095
C -1.64 1.92 1.12 -0.246
O -1.14 1.95 -0.17 -0.250
C -0.74 2.89 1.93 -0.555
F -1.17 3.07 3.18 0.185
F -0.69 4.07 1.33 0.210
F 0.50 2.40 1.97 0.167
C -3.12 2.43 1.16 -0.542
F -3.24 3.70 0.82 0.213
F -3.60 2.28 2.40 0.188
F -3.88 1.68 0.34 0.163
C -3.69 0.02 -2.46 0.019
C -4.94 -0.29 -2.92 0.058
C -2.96 1.14 -3.22 -0.271
O -1.69 1.48 -2.86 -0.216
C -3.75 2.51 -3.10 -0.537
F -5.09 2.38 -3.10 0.164
F -3.41 3.09 -1.95 0.169
F -3.42 3.32 -4.10 0.209
C -2.89 0.74 -4.75 -0.540
F -4.03 1.06 -5.39 0.162
F -1.88 1.34 -5.35 0.219
F -2.73 -0.59 -4.86 0.170
H -7.65 -2.27 -2.32 0.097
H -7.14 -1.58 -3.88 0.114
H -7.77 -0.54 -2.63 0.124
H -5.99 -2.53 -0.58 0.138
H -3.81 -2.02 0.32 0.122
H -1.67 -2.66 0.33 0.141
H -1.28 -3.23 2.70 0.134
H -1.23 -2.59 5.00 0.092
H -2.38 -1.28 5.30 0.104
H -0.65 -0.96 5.36 0.071
H -1.46 0.90 3.73 0.140
H -5.33 0.18 -3.82 0.139
F 3.18 1.40 -3.80 0.273
B 2.30 0.44 -3.60 -0.971
F 0.89 1.57 -2.43 -0.367
F 2.56 -0.45 -2.63 0.196
F 1.41 0.12 -4.52 0.267
F -2.29 -2.71 -2.82 0.244
B -1.13 -3.03 -3.41 -0.874
F -1.05 -3.03 -4.71 0.303
F -0.13 -3.42 -2.65 0.281
F -0.45 -0.66 -2.54 -0.376
F 5.86 -0.86 -0.71 0.112
C 5.56 0.42 -0.97 -0.205
C 4.37 0.94 -0.50 -0.137
C 4.06 2.26 -0.79 -0.250
F 2.90 2.73 -0.33 0.088
C 4.93 3.06 -1.50 -0.135
F 4.63 4.33 -1.76 0.148
C 6.12 2.53 -1.95 -0.116
F 6.96 3.28 -2.64 0.161
C 6.45 1.20 -1.68 -0.126
F 7.60 0.70 -2.12 0.144
Ge 3.13 -0.05 0.63 0.913
S 0.93 -0.15 0.04 0.579
C 3.63 -1.92 1.03 -0.132
C 2.94 -3.06 0.70 -0.222
F 1.84 -2.99 -0.06 0.061
C 3.34 -4.31 1.15 -0.132
F 2.63 -5.39 0.84 0.133
C 4.46 -4.42 1.96 -0.123
F 4.84 -5.60 2.41 0.157
C 5.18 -3.28 2.31 -0.131
F 6.23 -3.38 3.11 0.147
C 4.75 -2.06 1.84 -0.228
F 5.42 -0.94 2.18 0.102
C 3.01 0.78 2.43 -0.136
C 2.22 0.16 3.38 -0.236
F 1.61 -0.99 3.06 0.074
C 2.02 0.68 4.64 -0.130
F 1.22 0.07 5.52 0.111
C 2.65 1.87 4.99 -0.125
F 2.44 2.40 6.18 0.158
C 3.49 2.50 4.08 -0.129
F 4.10 3.62 4.41 0.149
C 3.66 1.95 2.82 -0.207
F 4.48 2.56 1.97 0.123
```

=====

No. 3
ORCA calculation (ωB97M-V/def2-TZVPD) on C38H16F5MnN8 as an isolated structure.

Values from the calculation:
Net charge = +1
HOMO-LUMO gap (spin up / spin down) = 5.324 / 6.727 eV
Multiplicity = 4

Geometry as XYZ:
```
68
Properties=species:S:1:pos:R:3:lowdin_spin:R:1
Mn 0.03 -0.10 0.16 2.164
C 4.06 -1.81 5.04 0.037
C 3.33 -0.90 5.81 0.003
C 2.22 -0.24 5.30 0.038
C 1.88 -0.52 3.99 0.006
C 0.80 -0.03 3.15 0.201
N -0.15 0.78 3.57 -0.041
C -0.94 1.35 2.69 0.207
C -1.94 2.39 2.92 0.016
C -2.53 2.88 4.08 0.035
C -3.42 3.93 3.95 0.012
C -3.70 4.50 2.70 0.034
C -3.09 4.04 1.54 0.018
C -2.22 2.97 1.67 0.031
C -1.36 2.27 0.74 0.103
N -0.91 2.53 -0.49 0.069
C -0.85 1.23 -2.14 0.004
N -1.25 -0.02 -1.46 -0.019
C -1.25 -0.96 -2.37 0.005
N -1.24 -2.30 -2.15 0.010
C -0.40 -2.74 -1.30 0.003
N 0.41 -1.96 -0.45 -0.003
C 1.28 -2.81 0.16 0.051
N 2.13 -2.56 1.13 0.015
C 1.91 -1.53 1.95 0.081
N 0.91 -0.62 1.87 -0.013
C 2.60 -1.43 3.23 0.028
C 3.70 -2.10 3.74 0.010
C 1.08 -4.18 -0.33 0.000
C 1.74 -5.36 -0.02 0.009
C 1.24 -6.52 -0.60 -0.001
C 0.12 -6.49 -1.44 0.010
C -0.53 -5.30 -1.74 0.000
C -0.02 -4.16 -1.16 0.007
C -1.04 -0.45 -3.71 0.000
C -1.06 -1.12 -4.93 0.001
C -0.70 -0.40 -6.05 0.000
C -0.31 0.94 -5.94 0.001
C -0.29 1.60 -4.71 0.000
C -0.67 0.88 -3.58 0.003
N -0.74 1.26 1.32 -0.024
H 4.92 -2.30 5.48 0.002
H 3.64 -0.70 6.83 -0.001
H 1.65 0.45 5.90 0.002
H -2.30 2.44 5.04 0.002
H -3.91 4.32 4.83 0.000
H -4.40 5.33 2.64 0.001
H -3.30 4.49 0.58 0.001
H 4.24 -2.82 3.14 0.000
H 2.59 -5.37 0.63 0.000
H 1.72 -7.47 -0.40 0.000
H -0.24 -7.42 -1.87 0.001
H -1.39 -5.27 -2.40 0.000
H -1.35 -2.16 -4.98 0.000
H -0.70 -0.87 -7.02 0.000
H -0.01 1.48 -6.82 0.000
H 0.02 2.63 -4.67 0.000
F -2.97 2.43 -1.65 0.001
C -1.64 2.50 -1.76 0.012
C 0.17 1.65 -1.02 -0.110
C 1.35 2.45 -1.38 -0.015
F 2.55 2.01 -0.97 -0.001
C 1.26 3.60 -2.04 -0.002
F 2.35 4.33 -2.29 -0.002
C 0.03 4.18 -2.63 0.000
F 0.27 5.21 -3.43 0.000
C -1.22 3.71 -2.57 0.001
F -2.17 4.24 -3.32 0.000
```

=====

No. 4
ORCA calculation (ωB97M-V/def2-TZVPD) on C38H19Cl3F18GeLuN2O4PS2 as an isolated structure.

Values from the calculation:
Energy above the lowest of the compared OMol25 structures with the same formula, charge and spin = 0.0 kcal/mol
HOMO-LUMO gap = 8.623 eV

Geometry as XYZ:
```
89
Properties=species:S:1:pos:R:3:lowdin_charge:R:1
Lu -0.72 1.69 0.10 1.326
Cl -2.17 4.61 3.34 0.663
C -0.56 4.36 2.67 -1.451
Cl 0.56 5.56 3.30 0.687
Cl -0.65 4.52 0.89 0.666
C -0.09 2.91 3.06 -0.789
O 0.37 2.75 4.16 0.062
O -0.26 2.04 2.14 -0.316
F -1.90 0.43 -2.50 0.020
C -2.94 -0.41 -2.62 -0.237
C -2.99 -1.57 -1.87 -0.135
C -4.11 -2.36 -2.05 -0.223
F -4.20 -3.51 -1.36 0.102
C -5.14 -2.03 -2.91 -0.133
F -6.20 -2.82 -3.05 0.135
C -5.06 -0.85 -3.64 -0.123
F -6.03 -0.52 -4.48 0.149
C -3.95 -0.03 -3.50 -0.136
F -3.85 1.09 -4.19 0.144
Ge -1.57 -2.12 -0.61 0.709
S 0.15 -0.81 -0.56 0.272
C -0.90 -3.90 -1.12 -0.143
C -0.18 -4.64 -0.20 -0.231
F -0.02 -4.16 1.04 0.097
C 0.40 -5.86 -0.51 -0.135
F 1.09 -6.54 0.40 0.131
C 0.26 -6.37 -1.80 -0.132
F 0.81 -7.53 -2.11 0.144
C -0.45 -5.65 -2.74 -0.138
F -0.58 -6.13 -3.98 0.129
C -1.02 -4.43 -2.39 -0.211
F -1.68 -3.76 -3.34 0.098
C -2.39 -2.27 1.18 -0.116
C -2.35 -1.23 2.09 -0.211
F -1.74 -0.07 1.77 -0.029
C -2.89 -1.29 3.36 -0.132
F -2.82 -0.24 4.18 0.144
C -3.51 -2.46 3.77 -0.126
F -4.03 -2.55 4.98 0.149
C -3.56 -3.54 2.91 -0.133
F -4.12 -4.68 3.29 0.137
C -3.00 -3.43 1.64 -0.218
F -3.04 -4.51 0.85 0.101
S 0.51 2.94 -2.19 0.648
C 1.43 1.92 -3.18 -0.843
N 2.36 2.39 -4.03 0.020
C 3.08 1.31 -4.69 -0.126
C 2.25 0.07 -4.29 -0.119
N 1.34 0.60 -3.30 0.021
H 2.65 3.34 -4.01 0.138
H 4.11 1.25 -4.32 0.117
H 3.10 1.46 -5.77 0.117
H 2.87 -0.72 -3.87 0.118
H 1.70 -0.34 -5.14 0.121
H 0.70 0.04 -2.73 0.020
C 3.50 1.42 -0.67 -0.254
P 2.22 1.56 0.63 0.923
C 2.59 0.12 1.69 -0.384
C 2.07 0.02 2.98 -0.096
C 2.25 -1.13 3.73 -0.066
C 2.94 -2.22 3.20 -0.082
C 3.45 -2.13 1.92 -0.082
C 3.28 -0.97 1.17 -0.119
C 2.88 3.02 1.49 -0.367
C 2.82 4.23 0.79 -0.146
C 3.40 5.37 1.31 -0.104
C 4.03 5.33 2.54 -0.100
C 4.07 4.14 3.25 -0.074
C 3.51 2.99 2.73 -0.071
H 4.49 1.33 -0.22 0.064
H 3.46 2.33 -1.27 0.028
H 3.31 0.56 -1.32 0.025
H 1.52 0.84 3.42 0.079
H 1.85 -1.18 4.73 0.109
H 3.07 -3.12 3.78 0.104
H 3.99 -2.97 1.49 0.104
H 3.69 -0.94 0.17 0.085
H 2.32 4.27 -0.17 0.064
H 3.34 6.30 0.75 0.108
H 4.47 6.23 2.95 0.104
H 4.55 4.11 4.22 0.107
H 3.57 2.07 3.29 0.101
F -3.63 0.72 0.09 0.106
C -3.90 2.04 0.38 -0.526
F -5.13 2.16 0.80 0.215
F -3.08 2.33 1.43 0.066
C -3.48 2.90 -0.85 -0.569
O -4.30 3.48 -1.49 0.143
O -2.22 2.80 -1.00 -0.294
```

=====

| no. | molecular weight (g mol⁻¹) |
| --- | --- |
| 1 | 1179.29 |
| 2 | 1403.75 |
| 3 | 734.53 |
| 4 | 1358.59 |